{
  "formula": "C6H6",
  "method": "the ωB97M-V functional and the def2-TZVPD basis",
  "symbols": ["C", "C", "C", "C", "C", "C", "H", "H", "H", "H", "H", "H"],
  "positions_angstrom": [[2.13, -1.13, 0.25], [1.06, -0.60, 0.36], [-0.28, -0.14, 0.38], [-1.13, -0.85, -0.62], [-0.07, 1.37, 0.31], [-0.04, 2.55, 0.24], [3.14, -1.47, 0.21], [-0.77, -0.27, 1.35], [-0.66, -0.75, -1.60], [-1.25, -1.91, -0.41], [-2.14, -0.44, -0.68], [0.00, 3.61, 0.18]],
  "lumo_energy_ev": 1.04,
  "e_tot_ev": -6314.980,
  "e_above_lowest_kcal_mol": 97.3,
  "homo_ev": -9.9
}